No. 1
Here is a 5-piece molecular cluster, C27H26F4O overall from the Open Molecules 2025 dataset. Energies are from the ωB97M-V functional and the def2-TZVPD basis.

Structure (XYZ):
```
58
Properties=species:S:1:pos:R:3
F -4.9177 0.3923 -6.1560
F -2.1891 -6.1262 5.2535
F 2.2781 1.9914 2.9657
F 0.5285 -3.2296 -1.7866
O 0.9918 2.1492 -4.4905
C 0.9801 2.7170 6.2547
C 0.0605 2.3673 3.6505
C -3.9821 0.8975 -5.3152
C 1.0875 -0.7117 0.7278
C 3.1399 1.8304 -3.5412
C 0.7127 -4.0319 4.7604
C 1.0805 -1.9557 0.1101
C -0.8180 2.6872 4.6753
C 0.6545 -2.0194 -1.2008
C -2.0790 1.9215 -3.6196
C 1.3976 2.2590 3.9564
C -1.6266 -4.7449 3.4421
C -0.3648 2.8584 5.9782
C -0.7641 -3.8206 2.8737
C 1.8757 2.4085 5.2401
C -3.8626 0.3643 -4.0493
C 2.5638 1.1147 -5.9355
C -2.8965 0.8876 -3.2065
C -3.1917 1.9465 -5.7576
C -0.1797 -4.9123 5.3627
C 0.3570 -0.9002 -1.9521
C -1.3292 -5.2576 4.6881
C -2.2275 2.4517 -4.9017
C 0.4407 0.3360 -1.3441
C 0.4206 -3.4915 3.5194
C 2.1171 1.7386 -4.6358
C 0.8507 0.4363 -0.0172
H -2.7866 0.4507 -2.2208
H 3.0576 1.8844 -6.5390
H 1.1185 -2.8227 3.0315
H 1.3629 2.8452 7.2593
H 1.4131 -0.5988 1.7555
H 0.2199 1.2550 -1.8716
H -1.0928 3.1185 6.7346
H 0.8296 1.3989 0.4774
H -1.8722 2.7860 4.4503
H -0.3018 2.2290 2.6407
H 3.9334 2.5335 -3.7972
H 1.7062 0.7716 -6.5082
H 0.0277 -5.3552 6.3293
H 0.0246 -1.0532 -2.9713
H 1.3894 -2.8288 0.6683
H 3.5906 0.8499 -3.3667
H 3.2825 0.3128 -5.7742
H 1.6405 -3.7650 5.2477
H -1.6123 3.2786 -5.2280
H -2.5613 -5.0332 2.9782
H -1.2711 2.3075 -3.0151
H 2.9442 2.3490 5.3996
H 2.6752 2.1259 -2.6021
H -3.3316 2.3274 -6.7610
H -4.5119 -0.4410 -3.7355
H -0.9829 -3.4797 1.8694
```

Output
ΔE to the lowest compared entry with this formula, charge and spin in kcal per mole: 0.0
SMILES string: Fc1ccccc1.Fc1ccccc1.Fc1ccccc1.Fc1ccccc1.CC(C)=O
Gap between HOMO and LUMO in eV: 9.7

***

No. 2
Here is C27H26LiN5O7 as an isolated structure from the Open Molecules 2025 dataset. Energies are from the ωB97M-V functional and the def2-TZVPD basis.

Structure (XYZ):
```
66
Properties=species:S:1:pos:R:3
O 4.1712 -2.9361 -2.1916
O -0.3086 -1.8095 -1.7204
O 1.6640 2.1462 0.4499
O -0.2091 1.2048 -3.0486
O 2.6163 -1.7418 -1.0729
O -1.2864 -1.1719 1.4895
O -0.4966 1.3065 -5.2852
N -0.5497 0.6494 2.6790
N 0.3584 0.2390 0.6374
N -0.9879 -3.8416 -0.9859
N -2.4657 -2.0113 -0.9906
N 1.7369 -0.6561 -3.3478
C 1.9964 -2.0408 -5.7203
C -1.1329 3.8094 3.3018
C -2.7196 -0.6063 -1.2829
C 1.0236 -0.2918 -4.4083
C 0.3953 -4.2785 -1.1047
C 1.8048 1.0964 4.1965
C 0.8611 1.4207 1.0050
C 1.1253 -0.9666 -5.6217
C 3.5210 2.5459 5.0580
C -2.0377 4.8487 3.1424
C 1.9930 3.3395 3.3760
C -2.1991 4.3393 0.8046
C 3.1934 -2.1671 -2.1055
C 2.5535 -1.7029 -3.4242
C -1.2070 -2.4929 -1.2548
C 2.8875 1.3122 5.0355
C 1.3337 2.1091 3.3655
C 0.2001 1.8530 2.4017
C -1.9571 -4.8459 -1.3654
C -2.5710 5.1190 1.8901
C 2.7269 -2.4181 -4.6026
C -0.5406 -0.2010 1.5500
C -0.0105 0.8441 -4.2283
C 3.0711 3.5559 4.2191
C -0.7397 3.0316 2.2123
C -3.2654 -2.5553 0.0889
C -1.2920 3.3009 0.9618
Li 1.0364 -0.5108 -1.3666
H -2.1405 -5.5504 -0.5458
H -2.6045 4.5474 -0.1779
H -1.4028 0.6982 3.2091
H 0.5380 -5.1677 -0.4859
H 1.0632 -3.4882 -0.7693
H -1.5875 -5.4204 -2.2246
H -0.9943 2.7054 0.1060
H 3.2339 0.5118 5.6792
H -2.7215 -3.3340 0.6158
H 0.5111 -0.6304 -6.4456
H -2.3153 5.4557 3.9969
H -1.9542 -0.2108 -1.9478
H 3.5609 4.5229 4.2317
H 4.3619 2.7161 5.7204
H 1.3040 0.1375 4.1738
H -3.4741 -1.7654 0.8131
H -2.6898 -0.0215 -0.3576
H -3.7033 -0.5054 -1.7498
H -3.2684 5.9389 1.7625
H 0.6542 -4.5170 -2.1441
H -0.7171 3.5986 4.2796
H 2.1041 -2.5828 -6.6549
H 3.4113 -3.2556 -4.6058
H -2.8989 -4.3856 -1.6504
H -4.2211 -2.9494 -0.2806
H 1.6572 4.1271 2.7155
```

Output
Net charge: -2
Gap between HOMO and LUMO in eV: 7.1